Here is C3H6N2O in the gas phase from OMol25. Energies are from ωB97M-V with the def2-TZVPD basis set.

Molar mass ... 86.1 g/mol
LUMO ... 0.7 eV
HOMO ... -9.00 eV
Relative energy (zero: lowest compared OMol25 entry of this formula, charge and spin) ... 187.31 kJ/mol
DFT total energy ... -302.62175 Ha
Kohn-Sham gap ... 9.70 eV

Last column: Löwdin charge in e.
Geometry (Å):
C  0.07054  1.59780  -0.92531  -0.076
N  1.05152  0.75613  -0.24473  -0.093
C  0.93061  -0.39161  0.42192  -0.118
N  -0.34623  -0.87945  0.47386  0.001
C  -0.59597  -2.08910  1.11010  -0.340
O  -1.69186  -2.59101  1.18079  0.037
H  -0.09756  2.53129  -0.37763  0.086
H  0.42133  1.83455  -1.93402  0.085
H  -0.88495  1.08253  -1.02653  0.065
H  1.99313  1.11740  -0.27972  0.108
H  -1.17794  -0.45189  0.07059  0.124
H  0.32739  -2.51664  1.53068  0.122